No. 1
Density functional theory data (the ωB97M-V functional and the def2-TZVPD basis) for a molecular structure, C30H36O5SW in a non-equilibrium geometry.

CARTESIAN COORDINATES (ANGSTROEM)
W (-14.490, 1.021, -11.010)
S (-13.162, -1.752, -9.952)
O (-16.649, 0.655, -10.905)
O (-15.457, 1.682, -9.466)
O (-13.367, 1.874, -12.053)
O (-14.018, -0.906, -10.964)
O (-18.966, 1.177, -9.801)
C (-11.483, 3.345, -11.914)
C (-12.623, 2.896, -12.680)
C (-17.245, 3.411, -7.171)
C (-12.271, 2.554, -9.626)
C (-17.804, 3.812, -9.457)
C (-13.278, -4.250, -11.064)
C (-13.018, 3.224, -13.965)
C (-12.387, -3.043, -11.018)
C (-11.152, 2.718, -10.577)
C (-12.101, 4.087, -14.574)
C (-17.624, 2.862, -8.420)
C (-16.701, 1.223, -9.832)
C (-10.678, 4.185, -12.603)
C (-17.834, -2.284, -7.962)
C (-14.080, 1.151, -15.114)
C (-17.148, 4.771, -6.992)
C (-17.235, -2.263, -6.694)
C (-17.879, 1.415, -8.929)
C (-10.937, 4.490, -13.954)
C (-14.676, -3.724, -10.679)
C (-14.255, 2.627, -14.663)
C (-16.846, -1.077, -6.110)
C (-18.062, -1.053, -8.588)
C (-17.702, 0.178, -8.003)
C (-15.562, 2.733, -13.909)
C (-10.444, 1.333, -10.743)
C (-14.431, -2.834, -9.465)
C (-17.359, 5.654, -8.043)
C (-17.661, 5.184, -9.301)
C (-17.033, 0.144, -6.826)
H (-15.121, -3.229, -11.539)
H (-10.458, 3.392, -10.119)
H (-12.157, 4.395, -15.635)
H (-9.775, 4.512, -12.063)
H (-16.659, 1.047, -6.368)
H (-11.835, 2.541, -8.626)
H (-12.266, -2.521, -11.953)
H (-17.167, -3.197, -6.108)
H (-15.878, 3.807, -13.823)
H (-14.258, 0.545, -14.233)
H (-17.010, 2.805, -6.286)
H (-18.107, -3.279, -8.418)
H (-13.030, 3.279, -9.677)
H (-16.368, 2.249, -14.413)
H (-17.873, 5.854, -10.156)
H (-13.285, -4.766, -12.002)
H (-19.747, 0.995, -9.273)
H (-14.119, -3.459, -8.657)
H (-9.408, 1.512, -10.960)
H (-14.790, 0.823, -15.842)
H (-10.932, 0.665, -11.504)
H (-15.261, -2.156, -9.096)
H (-14.285, 3.164, -15.622)
H (-15.353, -4.544, -10.428)
H (-13.109, 0.911, -15.498)
H (-16.481, -1.101, -5.084)
H (-18.542, -1.063, -9.552)
H (-11.427, -3.200, -10.489)
H (-12.720, 1.540, -9.653)
H (-16.919, 5.138, -5.995)
H (-10.227, 5.123, -14.493)
H (-15.595, 2.289, -12.888)
H (-17.338, 6.746, -7.937)
H (-12.951, -4.937, -10.245)
H (-18.193, 3.531, -10.469)
H (-10.352, 0.813, -9.804)

Summary:
Kohn-Sham gap (spin up / spin down): 7.2 / 7.1 eV
⟨S²⟩: 2.01
highest occupied orbital energy (spin up / spin down): -14.07 / -14.07 eV
charge: +2
multiplicity: 3

Atomic partial charges in e from the Mulliken method, atoms 1 to 4: atom 1 (W): 0.99, atom 2 (S): 0.38, atom 3 (O): -0.59, atom 4 (O): -0.26

No. 2
Density functional theory data (the ωB97M-V functional and the def2-TZVPD basis) for a molecular structure, C30H37BrFeN7OSSi2.

CARTESIAN COORDINATES (ANGSTROEM)
Br (-2.911, -0.325, -9.370)
Fe (-0.114, -0.114, 0.100)
S (-1.525, -1.684, -1.743)
Si (1.026, 3.145, 1.992)
Si (3.273, 1.119, 1.196)
O (-1.695, 1.099, 0.277)
N (0.220, -2.679, -3.486)
N (-1.764, 4.104, -5.401)
N (-0.348, -0.967, 1.873)
N (1.102, -2.344, -1.426)
N (0.841, -1.845, -0.178)
N (0.151, 0.910, -1.600)
N (-2.383, 4.121, -4.250)
C (-3.078, 3.427, -2.118)
C (3.890, 0.328, 2.821)
C (0.549, -1.952, 2.097)
C (-0.792, 3.655, 1.818)
C (-3.246, 1.045, -6.893)
C (-1.661, 2.052, -8.415)
C (-0.873, 1.771, -1.819)
C (3.831, -0.146, -0.115)
C (-2.576, 1.052, -8.105)
C (1.111, -2.533, 0.872)
C (-2.962, 2.672, -0.977)
C (0.849, -2.377, 3.384)
C (0.113, 2.457, -3.892)
C (-2.094, 3.070, -6.260)
C (1.122, 0.812, -2.478)
C (0.207, -1.770, 4.450)
C (-0.723, -0.772, 4.208)
C (1.817, -3.848, 0.881)
C (-0.957, 2.551, -2.986)
C (1.281, 3.174, 3.886)
C (-1.866, 1.813, -0.776)
C (1.150, 1.594, -3.636)
C (1.513, 1.573, 1.219)
C (-3.012, 2.049, -5.971)
C (-0.967, -0.391, 2.900)
C (0.036, -2.237, -2.195)
C (-2.132, 3.386, -3.172)
C (4.466, 2.562, 0.877)
C (1.973, 4.665, 1.357)
C (-1.428, 3.054, -7.498)
H (1.984, 1.505, -4.318)
H (5.455, 2.153, 0.651)
H (2.845, -3.716, 1.232)
H (-3.946, 0.252, -6.666)
H (-1.652, 0.405, 2.637)
H (0.113, 3.071, -4.781)
H (4.895, -0.352, 0.040)
H (3.803, 1.031, 3.653)
H (2.139, 4.612, 0.279)
H (-1.140, 2.037, -9.362)
H (4.569, 3.219, 1.743)
H (1.894, 0.086, -2.259)
H (-3.532, 2.037, -5.024)
H (4.933, 0.003, 2.752)
H (2.943, 4.798, 1.838)
H (-1.044, 3.940, 0.795)
H (1.030, 0.798, 1.825)
H (1.376, 5.560, 1.558)
H (0.952, 4.116, 4.335)
H (-0.464, -2.360, -4.150)
H (1.585, -3.153, 3.541)
H (3.723, 0.255, -1.126)
H (1.175, -2.753, -3.795)
H (-3.936, 4.072, -2.264)
H (4.153, 3.177, 0.031)
H (-3.716, 2.717, -0.202)
H (0.445, -2.063, 5.465)
H (3.300, -1.099, -0.088)
H (1.849, -4.247, -0.129)
H (-0.953, 4.528, 2.460)
H (0.713, 2.362, 4.352)
H (2.332, 3.023, 4.147)
H (-1.491, 2.871, 2.113)
H (-1.245, -0.277, 5.015)
H (-0.720, 3.845, -7.705)
H (1.319, -4.555, 1.546)
H (3.282, -0.547, 3.074)

Summary:
Kohn-Sham gap (spin up / spin down): 5.8 / 5.6 eV
⟨S²⟩: 6.10
highest occupied orbital energy (spin up / spin down): -3.78 / -4.12 eV
charge: -1
multiplicity: 5

Atomic partial charges in e from the Mulliken method, atoms 1 to 4: atom 1 (Br): -0.22, atom 2 (Fe): -0.61, atom 3 (S): -0.52, atom 4 (Si): -0.09

No. 3
Density functional theory data (the ωB97M-V functional and the def2-TZVPD basis) for a molecular structure, C30H37Cl5GeI2N2O5SSi3Sn.

CARTESIAN COORDINATES (ANGSTROEM)
I (8.221, -0.704, 2.035)
I (4.983, -1.715, -2.823)
Sn (0.807, -0.458, 0.511)
Ge (-0.411, 1.404, -1.182)
Cl (-2.153, -3.456, 6.120)
Cl (-0.378, 1.406, 2.685)
Cl (-0.378, -3.873, 3.576)
Cl (-3.009, -0.579, 6.966)
Cl (-2.152, 1.857, 5.204)
S (-5.552, -3.340, -1.307)
Si (-2.824, 1.119, -1.071)
Si (0.695, 3.390, -0.353)
Si (0.641, 0.660, -3.233)
O (0.336, -1.455, 2.238)
O (2.728, -0.887, -0.704)
O (-5.635, -4.434, -2.246)
O (-5.781, -2.018, -1.883)
O (-6.176, -3.538, -0.017)
N (2.773, -0.261, 1.852)
N (0.303, -2.603, -0.062)
C (3.948, -0.505, 1.252)
C (2.409, 1.277, -3.324)
C (-2.077, -2.294, 0.485)
C (-0.862, 0.059, 3.672)
C (-2.047, -0.819, 5.571)
C (-1.658, 0.268, 4.795)
C (-1.114, -2.808, -0.374)
C (2.757, -0.037, 3.157)
C (6.365, -0.763, 1.163)
C (-0.427, -1.212, 3.301)
C (-3.415, -2.522, 0.217)
C (2.464, 2.980, 0.134)
C (-1.649, -2.108, 5.199)
C (6.284, -1.091, -0.184)
C (-0.854, -2.298, 4.076)
C (3.857, -0.855, -0.162)
C (-2.827, -3.737, -1.767)
C (-3.260, 2.776, -1.842)
C (0.627, 4.496, -1.865)
C (-1.479, -3.529, -1.500)
C (-3.415, 1.036, 0.696)
C (5.073, -1.154, -0.855)
C (-0.410, 1.514, -4.525)
C (5.138, -0.211, 3.302)
C (-3.796, -3.238, -0.909)
C (5.172, -0.484, 1.924)
C (3.928, 0.000, 3.916)
C (0.570, -1.202, -3.364)
C (-3.204, -0.270, -2.228)
C (-0.201, 4.225, 1.063)
H (-2.785, 2.909, -2.817)
H (2.453, 2.367, -3.343)
H (-2.996, 3.624, -1.206)
H (1.083, 5.465, -1.650)
H (-4.492, 0.846, 0.697)
H (-3.145, -4.293, -2.639)
H (1.151, 4.063, -2.718)
H (-3.231, 1.982, 1.208)
H (2.999, 0.921, -2.480)
H (-1.799, -1.751, 1.378)
H (-4.341, 2.809, -2.008)
H (0.900, -3.122, -0.700)
H (2.978, 3.878, 0.484)
H (2.487, 2.255, 0.953)
H (1.320, -1.656, -2.713)
H (-3.153, 0.097, -3.256)
H (0.008, 1.355, -5.522)
H (-4.215, -0.668, -2.068)
H (0.459, -2.995, 0.871)
H (-0.450, 2.592, -4.355)
H (-0.720, -3.930, -2.163)
H (3.027, 2.573, -0.709)
H (3.865, 0.193, 4.977)
H (0.003, 5.298, 1.032)
H (1.794, 0.126, 3.619)
H (-1.283, 4.093, 0.998)
H (-0.415, -1.588, -3.097)
H (0.789, -1.518, -4.388)
H (6.056, -0.186, 3.872)
H (-2.511, -1.103, -2.120)
H (2.884, 0.911, -4.237)
H (-4.189, -2.150, 0.877)
H (-0.408, 4.681, -2.164)
H (-1.431, 1.130, -4.527)
H (-2.942, 0.234, 1.264)
H (0.121, 3.869, 2.041)
H (7.193, -1.318, -0.724)

Summary:
Kohn-Sham gap (spin up / spin down): 4.7 / 2.6 eV
⟨S²⟩: 0.78
highest occupied orbital energy (spin up / spin down): -9.54 / -9.54 eV
charge: +1
multiplicity: 2

Atomic partial charges in e from the Mulliken method, atoms 1 to 4: atom 1 (I): 0.25, atom 2 (I): 0.20, atom 3 (Sn): -0.33, atom 4 (Ge): 0.50

How do the records compare in relative energy (zero: lowest compared OMol25 entry of this formula, charge and spin)? In the order shown, they have 0.4747 1.7111 1.4422 eV.